1.
Here is a 2-piece molecular cluster, C3H10N2O2S overall from the Open Molecules 2025 dataset. Energies are from wB97M-V/def2-TZVPD.

Structure (ORCA input):
```
! RIJCOSX wB97M-V def2-TZVPD def2/J DEFGRID3
* xyz 0 1
N -0.79 -1.20 -1.56
C -0.29 -0.14 -0.80
O -0.83 0.94 -0.85
C 0.67 -0.50 0.37
N 1.77 -1.12 -0.37
C 0.86 0.80 1.09
S 2.12 0.42 2.41
H -0.25 -2.05 -1.72
H -1.73 -1.15 -1.91
H 0.23 -1.18 1.08
H 2.41 -0.42 -0.77
H 2.23 -2.01 -0.01
H 0.08 1.30 1.68
H 1.37 1.54 0.48
H 1.75 1.02 3.60
O -3.53 1.04 -1.09
H -2.55 0.92 -1.16
H -3.50 1.77 -0.47
*
```

Calculated values
Maximum force in eV Å⁻¹: 3.4
Orbital gap in Ha: 0.3553
Relative energy (zero: lowest compared OMol25 entry of this formula, charge and spin) in kcal per mole: 36.0
LUMO energy in eV: 0.55
SMILES: NC(=O)[C@@H](N)CS.O
HOMO level in eV: -9.1
Calculated total energy in Eh: -778.46835

2.
Here is a 2-piece molecular cluster, C6H10O overall from the Open Molecules 2025 dataset. Energies are from wB97M-V/def2-TZVPD.

Structure (ORCA input):
```
! RIJCOSX wB97M-V def2-TZVPD def2/J DEFGRID3
* xyz 0 1
C -0.04 -1.11 -0.46
C -1.12 -1.11 0.31
C -1.81 0.23 0.35
C -1.07 1.04 -0.74
C 0.20 0.23 -1.10
H 0.61 -1.96 -0.62
H -1.49 -1.97 0.87
H -2.88 0.16 0.16
H -1.70 0.69 1.35
H -1.72 1.13 -1.63
H -0.83 2.05 -0.42
H 1.11 0.70 -0.69
H 0.35 0.15 -2.18
C 2.60 -0.05 1.20
O 2.10 -1.00 1.74
H 3.34 -0.17 0.39
H 2.35 0.99 1.48
*
```

Calculated values
Maximum force in eV Å⁻¹: 0.5
Orbital gap in Ha: 0.3643
Relative energy (zero: lowest compared OMol25 entry of this formula, charge and spin) in kcal per mole: 26.0
LUMO energy in eV: 0.91
SMILES: C1=CCCC1.C=O
HOMO level in eV: -9.0
Calculated total energy in Eh: -309.80099